69
Properties=species:S:1:pos:R:3:forces:R:3:lowdin_charge:R:1 method="wB97M-V/def2-TZVPD" orbital_gap_ev=4.4455 lumo_ev=-6.05 e_homo_ev=-10.492 total_charge=+1
C 2.193831 2.476196 1.269905 0.08 -0.13 -1.15 -0.07
C 1.176075 1.833511 0.107790 -1.77 3.74 -1.69 -0.25
N 0.514913 2.794177 -0.657730 2.73 -5.18 2.96 0.11
C 1.019543 0.194077 -0.138687 3.00 1.78 -0.73 -0.12
N -0.169146 -0.423514 0.551571 0.55 -6.22 -1.85 0.07
C -0.005128 -1.896364 0.845322 -1.60 1.68 0.62 -0.09
N 1.185705 -2.549397 1.117951 0.31 1.29 -0.54 0.11
N -1.251518 -2.805007 0.919992 0.69 3.05 -0.17 0.05
C -2.033049 -2.691424 -0.368618 -0.38 -0.51 -1.37 -0.16
O -1.555730 -1.536242 -1.140388 -0.44 0.54 2.11 -0.12
C -1.440568 -0.317889 -0.316815 -1.62 1.28 -0.59 -0.26
C -2.794422 0.021693 0.576478 0.38 -1.67 -0.40 -0.18
S -3.156174 1.851060 0.765646 -5.37 3.86 -4.71 0.81
O -4.727664 1.987645 0.741560 5.75 -1.33 1.33 -0.41
O -2.633864 2.742922 -0.391719 -0.09 -3.63 4.08 -0.41
H 1.578560 2.937890 2.151973 1.16 -1.17 -1.65 0.08
H 2.987444 1.680050 1.604471 -1.72 1.54 -0.44 0.08
H 2.794683 3.375498 0.765293 -1.51 -2.10 0.98 0.11
H -0.061236 2.309572 -1.378397 0.33 0.41 0.53 0.02
H 0.982224 0.011492 -1.311770 -0.30 0.34 2.48 0.16
H 2.072020 -0.250683 0.204138 -2.67 0.68 -0.42 0.13
H 1.697624 -2.956895 0.280960 -0.71 0.85 1.69 0.17
H 1.568620 -2.662724 2.103437 -0.70 -0.11 -1.70 0.16
H -1.844267 -2.517581 1.750281 0.96 -0.42 -1.12 0.15
H -1.786259 -3.661942 -1.012335 -0.53 2.35 1.26 0.17
H -3.194897 -2.616484 -0.244385 2.26 -0.25 0.22 0.15
H -1.353876 0.582729 -1.095196 0.14 -2.03 1.88 0.17
H -3.700909 -0.438913 -0.041509 1.75 1.43 1.46 0.15
H -2.771827 -0.437625 1.656349 -0.08 0.95 -2.07 0.12
H -2.630098 2.254567 2.022549 -0.29 -0.61 -1.17 0.11
C 6.270707 -0.034855 -2.502732 0.62 0.06 0.21 -0.17
C 5.221619 -1.101580 -2.682298 -0.27 -0.43 -0.52 -0.18
C 4.262784 -0.796393 -1.552193 -0.02 0.15 0.36 -0.23
O 4.323367 0.618586 -1.325721 -0.12 -0.41 0.02 -0.16
C 5.444759 1.147910 -2.046505 -0.03 0.57 -0.19 -0.19
H 6.847092 0.171588 -3.408073 -0.10 -0.01 0.14 0.12
H 6.969129 -0.330728 -1.710896 -0.03 0.06 -0.13 0.12
H 4.717452 -0.967179 -3.646576 0.04 -0.07 0.12 0.12
H 5.617871 -2.119379 -2.642516 -0.07 0.12 0.01 0.12
H 4.567302 -1.296294 -0.626595 0.00 -0.14 0.03 0.12
H 3.234550 -1.088369 -1.784459 -0.04 0.07 -0.02 0.09
H 5.056056 1.713147 -2.900584 0.09 0.02 0.03 0.12
H 6.007675 1.830150 -1.403570 -0.18 -0.07 0.00 0.12
C -4.674823 5.263968 -1.676546 -0.18 -0.33 0.54 -0.19
C -5.272171 5.639444 -3.008060 -0.10 -0.23 -0.56 -0.18
C -5.109796 7.143845 -3.015233 -0.08 0.46 0.02 -0.21
O -3.935208 7.439289 -2.247000 -0.15 -0.35 0.00 -0.14
C -3.534527 6.250564 -1.551572 0.37 0.19 -0.06 -0.21
H -4.346097 4.223184 -1.620089 -0.03 0.17 0.04 0.09
H -5.407469 5.436511 -0.879177 0.09 -0.06 -0.05 0.12
H -4.680955 5.196002 -3.817937 -0.10 0.04 0.04 0.12
H -6.310872 5.321834 -3.129466 0.11 0.06 -0.01 0.12
H -5.958858 7.637609 -2.530823 -0.06 -0.02 -0.09 0.12
H -5.000515 7.548872 -4.025418 0.06 0.05 0.15 0.12
H -2.627244 5.871159 -2.034193 0.04 -0.08 0.09 0.12
H -3.301102 6.492928 -0.511158 0.01 0.09 -0.12 0.12
C 0.641969 -6.733525 4.245603 -0.20 -0.23 0.58 -0.17
C 0.044621 -6.358050 2.914090 -0.13 -0.25 -0.55 -0.17
C 0.206997 -4.853649 2.906916 -0.06 0.11 -0.10 -0.24
O 1.381585 -4.558204 3.675150 -0.29 0.14 -0.33 -0.16
C 1.782265 -5.746929 4.370577 0.64 -0.11 0.21 -0.19
H 0.970696 -7.774309 4.302061 -0.01 0.17 0.01 0.12
H -0.090676 -6.560982 5.042972 0.11 -0.07 -0.06 0.12
H 0.635837 -6.801492 2.104213 -0.11 0.06 0.05 0.12
H -0.994080 -6.675660 2.792684 0.13 0.06 0.00 0.12
H -0.642066 -4.359884 3.391326 -0.15 0.02 -0.01 0.11
H 0.316277 -4.448622 1.896732 -0.09 -0.28 0.40 0.07
H 2.689548 -6.126335 3.887956 -0.02 -0.03 0.10 0.12
H 2.015690 -5.504566 5.410992 -0.01 0.10 -0.17 0.12